# 1
{
  "formula": "C35H32N7O6SSbSe4Tc",
  "method": "ωB97M-V with the def2-TZVPD basis set",
  "symbols": ["Tc", "C", "O", "C", "C", "C", "C", "C", "C", "N", "N", "C", "C", "C", "C", "O", "C", "N", "C", "C", "C", "C", "H", "H", "H", "H", "H", "H", "H", "H", "H", "H", "H", "H", "Se", "Sb", "Se", "Se", "Se", "N", "C", "C", "C", "C", "C", "C", "C", "N", "C", "C", "N", "C", "H", "H", "H", "H", "H", "H", "H", "C", "N", "C", "C", "C", "C", "C", "C", "C", "C", "H", "H", "H", "H", "H", "H", "H", "H", "H", "H", "H", "H", "H", "O", "S", "O", "O", "O"],
  "coordinates": [[0.70153, -0.23794, -0.03796], [-2.89242, -6.07478, -6.61827], [-2.58243, -4.77073, -6.14372], [-3.37988, -4.23690, -5.19616], [-4.47422, -4.88921, -4.63697], [-5.23910, -4.22689, -3.68879], [-4.90732, -2.95225, -3.25527], [-3.80787, -2.30165, -3.83092], [-3.05924, -2.93679, -4.79314], [-5.82192, -2.43747, -2.27892], [-5.59114, -1.48996, -1.51670], [-4.31382, -0.90291, -1.27542], [-4.20922, 0.45862, -1.33452], [-3.02227, 1.12776, -0.96074], [-1.94119, 0.42518, -0.52841], [-0.77472, 1.00579, -0.09851], [-2.02352, -0.98250, -0.46357], [-0.88595, -1.61920, -0.02894], [-0.94764, -2.92380, 0.15101], [-2.10368, -3.67466, -0.08766], [-3.22986, -3.05132, -0.55240], [-3.21140, -1.66161, -0.77195], [-2.16116, -6.29437, -7.38888], [-3.89496, -6.10742, -7.04782], [-2.80991, -6.81242, -5.81793], [-4.74332, -5.89049, -4.93739], [-6.10608, -4.70542, -3.24984], [-3.54653, -1.29128, -3.55452], [-2.20902, -2.44952, -5.24975], [-5.06046, 1.02278, -1.69406], [-2.95778, 2.20758, -1.02805], [-0.05250, -3.41440, 0.51403], [-2.08550, -4.74077, 0.08711], [-4.13171, -3.62073, -0.73618], [6.01912, -2.08728, -0.94967], [4.85871, -1.55118, 1.34594], [4.05716, -0.88607, -1.37766], [2.27589, -2.12050, -0.48803], [5.75593, 0.37221, 2.33879], [6.23408, 8.06818, 3.92947], [5.75450, 7.26631, 3.26171], [5.13816, 6.25129, 2.44094], [5.20399, 4.91477, 2.82475], [4.58405, 3.94181, 2.06162], [3.88556, 4.30993, 0.92002], [3.83412, 5.63579, 0.51825], [4.46636, 6.60509, 1.27566], [3.18464, 3.31804, 0.17510], [2.75478, 3.39701, -1.13848], [2.05008, 2.26525, -1.37503], [2.02608, 1.49604, -0.22264], [2.71217, 2.15698, 0.67673], [5.74982, 4.63602, 3.71596], [4.68770, 2.89906, 2.33663], [3.29401, 5.92441, -0.37247], [4.43136, 7.64150, 0.96835], [3.01151, 4.21161, -1.79045], [1.57108, 1.94009, -2.28072], [2.91757, 1.81044, 1.67699], [-1.15253, 2.35532, 4.63880], [-1.13793, 1.99051, 3.19319], [-1.90320, 0.72223, 2.98066], [0.27397, 1.95977, 2.59497], [1.00834, 0.70183, 2.95468], [1.55964, 0.62445, 4.23539], [2.09612, -0.55742, 4.71953], [2.04555, -1.67923, 3.90995], [1.56357, -1.57744, 2.60963], [1.08066, -0.38327, 2.04689], [-2.18540, 2.45522, 4.96237], [-0.62364, 3.29448, 4.77781], [-0.66540, 1.56230, 5.19756], [-1.62599, 2.72670, 2.68450], [-1.42732, -0.06349, 3.56091], [-1.88296, 0.46740, 1.92867], [-2.92454, 0.88336, 3.31693], [0.76343, 2.86018, 2.97015], [0.12829, 2.03807, 1.52402], [1.58720, 1.51360, 4.85847], [2.52358, -0.60405, 5.71235], [2.40022, -2.63444, 4.27891], [1.55888, -2.48705, 2.02107], [1.37641, -1.66610, -4.18407], [0.71992, -1.57929, -2.92428], [1.44525, -2.74091, -1.97330], [1.10300, -0.31557, -2.16026], [-0.68736, -1.83430, -2.85600]],
  "e_lumo_ev": -4.1359,
  "total_energy_ev": -340479.81079,
  "total_charge": 1,
  "homo_ev": -9.98,
  "relative_energy_kcal_mol": 5.1
}

# 2
{
  "formula": "C35H33AsI2N2O5ReS",
  "method": "ωB97M-V with the def2-TZVPD basis set",
  "symbols": ["Re", "I", "C", "I", "H", "H", "S", "C", "C", "C", "C", "C", "N", "H", "H", "H", "H", "O", "C", "C", "O", "C", "C", "O", "C", "O", "O", "C", "C", "C", "C", "C", "C", "As", "N", "C", "C", "C", "C", "C", "C", "C", "C", "C", "C", "C", "C", "C", "C", "C", "C", "C", "C", "H", "H", "H", "H", "H", "H", "H", "H", "H", "H", "H", "H", "H", "H", "H", "H", "H", "H", "H", "H", "H", "H", "H", "H", "H", "H", "H"],
  "coordinates": [[0.47980, 1.83208, 1.40624], [-3.66951, 1.18893, 2.88664], [-2.23547, 1.70477, 4.33913], [-0.22281, 1.08558, 3.93289], [-2.48758, 1.20228, 5.26664], [-2.21043, 2.77988, 4.46133], [2.75558, 1.07005, 1.31837], [2.71000, 2.01399, -0.14101], [3.72744, 2.30392, -1.04943], [3.44011, 3.14608, -2.09706], [2.16474, 3.70202, -2.22952], [1.20353, 3.37592, -1.30100], [1.47162, 2.52892, -0.30087], [4.70574, 1.87413, -0.90767], [4.20975, 3.39196, -2.81676], [1.92985, 4.38625, -3.03100], [0.20498, 3.78874, -1.33427], [-0.71476, 7.72353, 2.93022], [-0.52405, 6.55797, 2.72318], [0.79345, 5.78528, 2.97527], [1.77709, 6.21769, 3.52298], [0.53279, 4.46137, 2.41200], [-0.76478, 4.32728, 1.93485], [-1.13182, 3.19993, 1.42588], [-1.54287, 5.56183, 2.11904], [-2.70160, 5.77906, 1.86997], [1.32319, 3.41628, 2.33431], [4.85355, -0.60780, -3.56394], [3.73466, -0.86739, -2.59844], [2.44282, -0.44916, -2.86889], [1.40058, -0.63085, -1.96721], [0.03546, -0.19730, -2.40977], [1.65623, -1.24469, -0.73722], [0.43019, -1.30783, 0.80419], [-0.50750, 0.38199, 0.52578], [-1.75776, 0.59103, -0.12214], [-2.77105, -0.36897, -0.13247], [-3.99771, -0.10317, -0.71769], [-4.24823, 1.12322, -1.31060], [-3.24678, 2.07954, -1.31619], [-2.01982, 1.81567, -0.73566], [-0.80401, -2.84589, 0.52250], [-0.77666, -3.81372, -0.49594], [0.18503, -3.86801, -1.65244], [-1.70595, -4.85544, -0.45583], [-2.63636, -4.99756, 0.55442], [-3.63100, -6.11979, 0.55423], [-2.60983, -4.07159, 1.58754], [-1.70961, -3.02113, 1.59257], [-1.75515, -2.06065, 2.74616], [2.94802, -1.72843, -0.47143], [3.31593, -2.50170, 0.76736], [3.96063, -1.53133, -1.40254], [4.47562, -0.44378, -4.57224], [5.55415, -1.44108, -3.58993], [5.41581, 0.28194, -3.27264], [2.22721, 0.02679, -3.81915], [-0.06585, -0.35406, -3.48400], [-0.13939, 0.85959, -2.21434], [-0.75438, -0.75708, -1.91142], [-2.61640, -1.33001, 0.32103], [-4.76292, -0.86776, -0.70242], [-5.20776, 1.33030, -1.76057], [-3.41771, 3.04646, -1.76888], [-1.26043, 2.57742, -0.74377], [1.21309, -3.66910, -1.36139], [-0.07780, -3.15358, -2.43040], [0.14894, -4.86312, -2.09416], [-1.68187, -5.58986, -1.25066], [-3.47628, -6.78354, -0.29309], [-4.64869, -5.73376, 0.50081], [-3.55404, -6.70913, 1.46749], [-3.30772, -4.16778, 2.40991], [-2.55796, -2.32566, 3.43264], [-1.93604, -1.03383, 2.41530], [-0.81236, -2.06610, 3.29954], [2.46716, -2.73259, 1.41249], [4.03831, -1.94530, 1.36477], [3.77643, -3.44788, 0.48111], [4.95122, -1.91228, -1.18270]],
  "e_lumo_ev": [-1.6131, -1.2509],
  "multiplicity": 2,
  "total_energy_ev": -140053.17031,
  "total_charge": 0,
  "homo_ev": [-7.70, -7.71],
  "relative_energy_kcal_mol": 12.0
}

# 3
{
  "formula": "C35H33BaN12O9S3",
  "method": "ωB97M-V with the def2-TZVPD basis set",
  "symbols": ["Ba", "C", "C", "C", "C", "C", "C", "C", "N", "N", "C", "C", "C", "C", "C", "C", "N", "C", "C", "C", "C", "C", "C", "N", "H", "H", "H", "H", "H", "H", "H", "H", "H", "H", "H", "H", "H", "H", "H", "H", "H", "H", "H", "H", "O", "S", "O", "O", "C", "C", "C", "C", "C", "C", "S", "O", "O", "O", "H", "H", "H", "H", "N", "N", "N", "C", "N", "N", "H", "H", "H", "O", "S", "O", "O", "C", "N", "C", "C", "C", "N", "C", "C", "C", "N", "C", "C", "H", "H", "H", "H", "H", "H"],
  "coordinates": [[0.64401, 1.24126, -0.66430], [1.04738, -2.48755, 1.31524], [1.89108, -1.60931, 2.25248], [3.21851, -1.24865, 1.64210], [4.41322, -1.55024, 2.28629], [5.61352, -1.20919, 1.68683], [5.58740, -0.58309, 0.45351], [4.35340, -0.32046, -0.12152], [3.19255, -0.63662, 0.45209], [-0.28288, -1.91374, 1.08300], [-0.93432, -2.53444, -0.06349], [-0.04878, -2.61966, -1.28925], [-0.06686, -3.76844, -2.06829], [0.79669, -3.86813, -3.14652], [1.67496, -2.82837, -3.39527], [1.62274, -1.71434, -2.57408], [0.77173, -1.59777, -1.55087], [-1.07494, -2.19301, 2.29128], [-2.30843, -1.37123, 2.57665], [-3.57245, -1.77963, 2.16406], [-4.69214, -1.12509, 2.65790], [-4.50791, -0.08623, 3.55435], [-3.20870, 0.28018, 3.87179], [-2.12621, -0.33979, 3.40712], [0.95610, -3.51086, 1.71683], [1.57156, -2.55993, 0.36863], [2.05577, -2.09171, 3.21679], [1.34628, -0.67993, 2.43741], [4.39613, -2.04693, 3.24759], [6.55448, -1.43454, 2.17332], [6.49821, -0.29988, -0.05541], [4.28898, 0.18647, -1.07637], [-1.83951, -1.96260, -0.29478], [-1.26588, -3.55915, 0.17690], [-0.74195, -4.57805, -1.82527], [0.79461, -4.75281, -3.77053], [2.38447, -2.86661, -4.20940], [2.28561, -0.88036, -2.75202], [-0.42384, -2.02088, 3.14549], [-1.34722, -3.26252, 2.28933], [-3.67915, -2.63352, 1.50520], [-5.70504, -1.40256, 2.38570], [-5.37604, 0.40994, 3.96278], [-3.02087, 1.09686, 4.56165], [-0.76817, 5.43262, -1.63177], [0.00215, 4.22646, -1.77155], [0.84789, 3.92639, -0.59700], [-0.77544, 3.03633, -2.11168], [1.11637, 4.56291, -3.15139], [0.91016, 5.81886, -3.72312], [1.66006, 6.26050, -4.79740], [2.64110, 5.44484, -5.32650], [2.86040, 4.19742, -4.77329], [2.11270, 3.73776, -3.68810], [2.59729, 2.09117, -3.15278], [2.97961, 2.18286, -1.73173], [3.69137, 1.72250, -4.01378], [1.43614, 1.21443, -3.26184], [0.13800, 6.43955, -3.29686], [1.47095, 7.24080, -5.21563], [3.23838, 5.77144, -6.16813], [3.62107, 3.54288, -5.16866], [3.31712, 3.96940, 1.17497], [2.49608, 3.25111, 2.02269], [1.91818, 3.76836, 3.06750], [1.23029, 2.72499, 3.52041], [1.40344, 1.64150, 2.76643], [2.22810, 1.99485, 1.81193], [2.87377, 4.87450, 1.06140], [3.28842, 3.49165, 0.27519], [0.60064, 2.76830, 4.39092], [-7.85557, -0.53024, 2.58693], [-8.67113, 0.54627, 3.12781], [-8.61726, 0.66764, 4.57441], [-9.98438, 0.66552, 2.53491], [-7.79486, 2.06174, 2.61410], [-8.40408, 3.23942, 2.76865], [-7.69402, 4.31213, 2.44883], [-6.38490, 4.25359, 1.99169], [-5.85109, 2.98468, 1.86435], [-6.55694, 1.89632, 2.16751], [-4.47051, 2.67723, 1.41296], [-3.36135, 3.40321, 1.82185], [-2.10081, 2.92263, 1.50447], [-1.90714, 1.81427, 0.79022], [-2.98086, 1.16119, 0.34727], [-4.27132, 1.54391, 0.63579], [-8.19478, 5.26879, 2.56367], [-5.82715, 5.14399, 1.73576], [-3.47434, 4.29468, 2.42458], [-1.20691, 3.44658, 1.82646], [-2.79348, 0.26962, -0.24322], [-5.12158, 0.95633, 0.32142]],
  "e_lumo_ev": 1.7393,
  "total_energy_ev": -106344.19104,
  "total_charge": -1,
  "homo_ev": -5.85,
  "relative_energy_kcal_mol": 0.0
}